Run 1
Computed, not measured: a gas-phase ion, C8H13N2 (charge +1), with wB97M-V/def2-TZVPD.

```
23
Properties=species:S:1:pos:R:3:nbo_charge:R:1
C -3.424 -0.786 -0.349 -0.2967
H 1.404 -2.554 1.238 0.2674
H -4.333 -0.270 0.053 0.2561
C -0.909 -0.766 -0.461 -0.2721
H 1.407 0.018 -1.375 0.2263
H -0.831 -1.715 -0.048 0.2377
C 1.644 -1.724 0.572 -0.6841
H -0.747 -0.830 -1.516 0.2367
C 1.643 1.958 -0.403 -0.6417
C 1.292 0.545 -0.478 -0.0392
H -3.335 -1.702 -0.916 0.2246
C -0.987 1.390 0.752 0.3007
H 2.692 -1.830 0.306 0.2640
H -0.558 2.259 1.326 0.2552
C -2.269 -0.141 -0.208 0.0746
H 1.447 2.351 0.504 0.2122
H 1.024 2.621 -1.013 0.2429
N 0.069 0.151 0.170 -0.2715
C 1.420 -0.331 0.725 0.0011
H 1.168 -2.117 -0.318 0.2258
H 1.744 0.197 1.677 0.2541
H 2.574 2.254 -0.791 0.2649
N -2.137 1.021 0.556 -0.3392
```

Summary:
**HOMO energy**: -13.70 eV
**Charge**: +1
**LUMO energy**: -3.63 eV
**Kohn-Sham gap**: 10.0677 eV
**SMILES**: C=C1C[N+]2(C=N1)[C@@H](C)[C@@H]2C

=====

Run 2
Computed, not measured: a molecular structure, C8H13N2, with wB97M-V/def2-TZVPD.

```
23
Properties=species:S:1:pos:R:3:nbo_charge:R:1
C 1.048 0.290 -1.724 -0.0981
H 1.651 -2.373 0.542 0.2276
C 1.327 1.600 -1.241 -0.3012
C 0.086 -1.785 1.809 0.1808
H -2.569 -0.467 0.664 0.1877
H -0.189 3.821 -1.106 0.4178
H 1.596 -0.603 -3.795 0.2569
H 2.293 -2.059 2.209 0.2471
C -0.021 1.822 -1.068 0.3001
C 1.567 -1.733 1.447 -0.6678
H 1.910 -0.887 1.033 0.2181
N -0.699 -0.894 1.358 -0.4608
N -0.682 2.983 -0.892 -0.7374
C -2.076 -0.830 1.651 -0.4317
H -1.688 3.017 -0.778 0.4231
H -0.323 -0.104 -0.100 0.3344
H -0.328 -2.511 2.407 0.1677
C -0.401 0.366 -1.104 -0.4165
H 2.224 2.273 -1.280 0.2649
H -2.329 0.091 2.263 0.2257
C 1.300 -0.160 -2.882 0.2177
H -1.221 -0.121 -1.486 0.2402
H -2.475 -1.737 2.072 0.2037
```

Summary:
**HOMO energy (alpha / beta)**: -12.52 / -12.52 eV
**Charge**: +1
**LUMO energy (alpha / beta)**: -5.79 / -5.79 eV
**Kohn-Sham gap (alpha / beta)**: 6.7258 / 6.7268 eV

=====

Most stable one: run 1, least stable one: run 2.